<A>
Here is 10 unconnected molecules or ions with the total composition H19O10 from the OMol25 dataset. Energies are from ωB97M-V/def2-TZVPD.

Results
Gap between HOMO and LUMO, Eh: 0.3331
E_HOMO, eV: -6.213

The geometry in ORCA input format:
```
! RIJCOSX wB97M-V def2-TZVPD def2/J DEFGRID3
* xyz -1 1
O 1.734 1.224 -0.711
H 2.413 1.215 -1.394
H 0.821 -0.948 -2.673
O 2.232 2.457 1.505
H 1.579 2.171 2.151
H -1.406 2.757 0.573
O 1.167 -1.838 -2.987
H 2.194 1.854 0.677
H 2.120 -1.703 -2.951
O -0.330 0.488 -2.225
H -1.087 -2.561 0.667
H 0.173 1.218 1.297
O -0.741 -3.219 0.019
H -2.691 -2.088 -1.511
H -0.637 0.195 -1.358
O -3.555 -0.731 2.595
H -3.572 -1.387 1.888
H -2.770 -0.189 2.469
O 3.301 -0.953 0.475
H 3.043 -0.048 0.219
H 2.730 -1.067 1.243
O -3.327 -1.756 -0.853
H -2.547 -1.706 -0.240
H 0.023 -2.628 -0.127
O -0.146 0.484 0.769
H 0.600 0.356 0.085
O -1.166 3.408 1.240
H 0.103 1.308 -1.904
H -0.261 3.687 1.062
*
```



<B>
Here is 10 unconnected molecules or ions with the total composition H19O10 from the OMol25 dataset. Energies are from ωB97M-V/def2-TZVPD.

Results
Gap between HOMO and LUMO, Eh: 0.3199
E_HOMO, eV: -5.805

The geometry in ORCA input format:
```
! RIJCOSX wB97M-V def2-TZVPD def2/J DEFGRID3
* xyz -1 1
O -1.785 -1.549 2.391
H -2.324 -1.089 3.011
H -0.906 0.739 0.801
O 1.463 1.557 -2.401
H 1.355 0.592 -2.551
H 2.219 -0.615 2.652
O -4.077 1.125 -0.193
H 1.728 1.875 -3.138
H -3.189 1.247 -0.459
O 2.074 -0.468 0.850
H -0.690 1.555 -1.537
H -1.072 -0.820 1.950
O -1.202 0.766 -1.549
H 1.603 2.510 -0.092
H 1.030 -0.362 0.960
O 0.780 -2.273 -2.985
H 1.126 -2.987 -2.395
H -0.183 -2.159 -3.000
O 0.255 -2.462 0.337
H -0.372 -2.104 0.926
H 1.136 -1.790 0.436
O 0.983 3.206 -0.250
H 0.759 3.523 0.625
H -0.989 0.142 -1.049
O -0.513 -0.098 0.772
H -4.175 0.501 -0.864
O 1.836 -0.288 3.437
H 2.258 0.213 0.295
H 0.873 -0.487 3.022
*
```



Of them, <B> has the lowest stability.



<A>
Here is 2 unconnected molecules or ions with the total composition C8H18OSi from the OMol25 dataset. Energies are from ωB97M-V/def2-TZVPD.

Results
Gap between HOMO and LUMO (alpha / beta), Eh: 0.2717 / 0.2724
E_HOMO (alpha / beta), eV: -7.303 / -6.622

The geometry in ORCA input format:
```
! RIJCOSX wB97M-V def2-TZVPD def2/J DEFGRID3
* xyz 0 1
C 5.044 -0.605 0.630
C 4.003 -1.338 1.111
C 0.550 1.770 -1.607
C -3.176 0.856 0.008
C -2.372 -0.016 2.152
C -0.632 -2.132 -2.337
C 0.241 1.220 -0.229
C -2.390 -0.218 0.615
O -0.975 -1.454 -1.293
Si -0.690 -0.375 -0.084
H 5.462 0.330 1.052
H 5.522 -0.942 -0.355
H 3.732 -0.939 2.141
H 1.646 1.880 -1.710
H 0.243 1.039 -2.398
H 0.122 2.738 -1.785
H -2.489 1.670 -0.160
H -3.691 0.531 -0.893
H -3.987 1.165 0.616
H -2.085 1.009 2.433
H -1.753 -0.756 2.700
H -3.426 0.135 2.586
H 0.332 -2.001 -2.746
H -1.037 -3.136 -2.364
H 3.712 -2.258 0.732
H -0.243 2.051 0.371
H 1.216 1.061 0.281
H -2.878 -1.285 0.533
*
```



<B>
Here is 2 unconnected molecules or ions with the total composition C8H18OSi from the OMol25 dataset. Energies are from ωB97M-V/def2-TZVPD.

Results
Gap between HOMO and LUMO, Eh: 0.2951
E_HOMO, eV: -7.535

The geometry in ORCA input format:
```
! RIJCOSX wB97M-V def2-TZVPD def2/J DEFGRID3
* xyz 0 1
C -2.842 0.969 -1.803
C -1.914 0.068 -1.685
C 2.613 -0.945 -1.817
C -1.069 -1.942 1.105
C -1.351 0.277 2.170
C 1.402 2.785 0.431
C 1.643 -1.160 -0.607
C -0.353 -0.579 1.481
O 1.424 1.434 0.143
Si 0.471 0.183 -0.063
H -3.456 0.792 -2.703
H -2.936 2.032 -1.377
H -1.837 -0.926 -2.077
H 3.291 -1.706 -1.943
H 2.003 -0.955 -2.738
H 3.262 -0.077 -1.542
H -0.570 -2.548 0.274
H -1.049 -2.502 2.065
H -2.093 -1.875 0.828
H -2.238 0.600 1.521
H -0.813 1.287 2.358
H -1.732 -0.347 3.106
H 1.911 2.930 1.333
H 0.401 3.123 0.522
H 1.886 3.332 -0.359
H 2.359 -1.280 0.183
H 1.142 -2.037 -0.924
H 0.444 -0.935 2.117
*
```



Of them, <A> has the lowest stability.



<A>
Here is 2 unconnected molecules or ions with the total composition CH5OPS from the OMol25 dataset. Energies are from ωB97M-V/def2-TZVPD.

Results
Gap between HOMO and LUMO (alpha / beta), Eh: 0.2477 / 0.2474
E_HOMO (alpha / beta), eV: -7.597 / -7.592

The geometry in ORCA input format:
```
! RIJCOSX wB97M-V def2-TZVPD def2/J DEFGRID3
* xyz 0 1
C 0.785 0.144 -0.567
O -0.159 -0.504 0.307
P -3.725 -1.130 0.058
S -3.405 0.767 -0.198
H 1.437 0.911 -0.032
H 0.059 0.607 -1.296
H 1.557 -0.592 -0.917
H 0.387 -1.190 0.704
H -2.234 1.051 0.355
*
```



<B>
Here is a molecular structure, CH5OPS from the OMol25 dataset. Energies are from ωB97M-V/def2-TZVPD.

Results
Gap between HOMO and LUMO, Eh: 0.3287
E_HOMO, eV: -8.734

The geometry in ORCA input format:
```
! RIJCOSX wB97M-V def2-TZVPD def2/J DEFGRID3
* xyz 0 1
C -0.973 0.149 0.888
O 2.954 -0.159 -1.611
P 1.708 -0.499 -0.916
S -0.717 0.574 -0.846
H -0.409 0.727 1.698
H -0.643 -0.860 0.946
H -2.070 0.242 1.172
H 1.438 0.364 0.217
H -1.288 -0.538 -1.547
*
```



<C>
Here is 2 unconnected molecules or ions with the total composition CH5OPS from the OMol25 dataset. Energies are from ωB97M-V/def2-TZVPD.

Results
Gap between HOMO and LUMO (alpha / beta), Eh: 0.3147 / 0.2667
E_HOMO (alpha / beta), eV: -8.919 / -7.567

The geometry in ORCA input format:
```
! RIJCOSX wB97M-V def2-TZVPD def2/J DEFGRID3
* xyz 0 1
C 0.401 -1.112 0.789
O 0.897 0.158 0.383
P 0.019 1.520 0.147
S 1.620 2.520 -0.791
H 1.150 -1.682 0.446
H -0.598 -1.194 0.240
H 0.234 -1.305 1.829
H -1.776 0.940 -1.543
H 1.063 3.729 -0.983
*
```



<D>
Here is CH5OPS in the gas phase from the OMol25 dataset. Energies are from ωB97M-V/def2-TZVPD.

Results
Gap between HOMO and LUMO, Eh: 0.3296
E_HOMO, eV: -8.571
SMILES: C[P@@H](O)=S

The geometry in ORCA input format:
```
! RIJCOSX wB97M-V def2-TZVPD def2/J DEFGRID3
* xyz 0 1
C -0.751 0.779 -0.309
P 0.691 -0.143 0.360
O 0.513 -1.627 -0.210
S 2.703 0.397 0.012
H -0.618 0.929 -1.379
H -1.661 0.206 -0.125
H -0.828 1.745 0.181
H 0.324 -0.286 1.703
H -0.373 -2.000 -0.233
*
```



Of them, <C> has the lowest stability.